{"formula": "CH5N4P", "method": "wB97M-V/def2-TZVPD", "elements": ["C", "N", "N", "N", "N", "H", "H", "P", "H", "H", "H"], "positions_angstrom": [[-0.713, 0.014, 1.291], [0.393, 0.763, 1.130], [0.149, 1.939, 1.628], [-1.087, 1.947, 2.047], [-1.655, 0.706, 1.892], [-0.787, -0.976, 0.957], [-1.668, 2.712, 2.399], [1.219, -2.258, -3.069], [0.508, -1.112, -3.221], [2.410, -1.643, -3.355], [1.232, -2.090, -1.699]], "forces_ev_per_angstrom": [[-0.14, 2.29, 0.95], [0.76, 0.42, 0.11], [0.48, 0.78, -0.54], [-1.02, -3.28, -0.23], [-0.77, 1.14, 0.02], [-0.23, -1.07, -0.18], [0.90, -0.29, -0.14], [-0.48, -1.62, -0.51], [-0.78, 1.12, -0.33], [0.92, 0.43, 0.07], [0.34, 0.07, 0.78]], "spin_multiplicity": 1, "smiles": "c1nn[nH]n1.P", "gap_ha": 0.399, "e_above_lowest_kj_mol": 30.4, "homo_energy_ev": -9.9, "energy_ha": -601.394841}


{"formula": "C38H36Cl5N6O2S3Zr", "method": "wB97M-V/def2-TZVPD", "elements": ["Zr", "O", "C", "C", "C", "C", "C", "C", "C", "N", "C", "C", "N", "C", "C", "C", "C", "C", "C", "C", "O", "H", "H", "H", "H", "H", "H", "H", "H", "H", "H", "H", "H", "H", "H", "S", "C", "C", "C", "C", "C", "C", "S", "H", "H", "H", "H", "Cl", "C", "C", "C", "Cl", "C", "Cl", "C", "Cl", "C", "Cl", "S", "C", "N", "C", "C", "C", "C", "H", "H", "H", "H", "H", "C", "N", "C", "C", "N", "N", "C", "C", "H", "H", "H", "H", "H", "H", "H", "H", "H", "H", "H", "H", "H"], "positions_angstrom": [[0.410, 0.329, -0.218], [-0.516, 0.979, 1.467], [-0.046, 1.393, 2.599], [-0.722, 2.423, 3.296], [-0.346, 2.815, 4.555], [0.718, 2.184, 5.211], [1.403, 1.195, 4.551], [1.080, 0.806, 3.240], [1.932, -0.170, 2.618], [2.014, -0.490, 1.379], [3.011, -1.527, 1.079], [2.933, -1.992, -0.380], [1.523, -2.122, -0.649], [1.060, -3.311, -0.600], [-0.299, -3.632, -0.262], [-0.803, -4.927, -0.405], [-2.016, -5.286, 0.140], [-2.720, -4.338, 0.891], [-2.234, -3.064, 1.066], [-1.023, -2.639, 0.460], [-0.569, -1.446, 0.629], [-1.539, 2.908, 2.777], [-0.880, 3.618, 5.049], [0.995, 2.483, 6.213], [2.238, 0.705, 5.041], [2.614, -0.659, 3.325], [2.827, -2.396, 1.721], [4.014, -1.150, 1.290], [3.465, -2.951, -0.465], [3.391, -1.278, -1.053], [1.753, -4.164, -0.662], [-0.221, -5.654, -0.963], [-2.412, -6.284, 0.009], [-3.659, -4.618, 1.354], [-2.771, -2.345, 1.671], [-1.132, 2.235, -1.150], [-0.414, 3.809, -0.905], [-1.044, 4.923, -1.468], [-0.569, 6.207, -1.257], [0.531, 6.401, -0.431], [1.169, 5.308, 0.129], [0.736, 4.002, -0.125], [1.654, 2.673, 0.526], [-1.926, 4.764, -2.077], [-1.057, 7.050, -1.731], [0.889, 7.403, -0.224], [2.022, 5.438, 0.783], [4.232, 1.090, -0.196], [3.505, 0.917, -1.759], [2.109, 0.714, -1.866], [1.694, 0.690, -3.208], [0.002, 0.583, -3.485], [2.530, 0.757, -4.319], [1.889, 0.656, -5.918], [3.898, 0.880, -4.137], [4.969, 0.885, -5.485], [4.383, 0.986, -2.840], [6.082, 1.166, -2.599], [-1.192, -1.962, -2.689], [-2.231, -3.231, -2.931], [-1.885, -4.199, -3.851], [-2.687, -5.235, -4.200], [-3.898, -5.391, -3.612], [-4.303, -4.451, -2.628], [-3.499, -3.402, -2.306], [-0.990, -4.052, -4.297], [-2.307, -5.909, -4.954], [-4.542, -6.208, -3.898], [-5.261, -4.576, -2.142], [-3.781, -2.660, -1.571], [-4.026, 0.760, -2.646], [-4.579, 1.068, -1.332], [-4.895, 2.492, -1.223], [-3.860, 0.536, -0.250], [-2.751, -0.061, -0.433], [-4.498, 0.715, 0.975], [-3.784, 0.422, 2.195], [-5.933, 0.601, 1.092], [-4.816, 0.887, -3.390], [-3.665, -0.265, -2.659], [-3.182, 1.412, -2.889], [-4.005, 3.101, -1.418], [-5.263, 2.735, -0.230], [-5.664, 2.737, -1.960], [-2.357, -0.499, 0.390], [-2.722, 0.620, 2.061], [-3.921, -0.620, 2.518], [-4.160, 1.070, 2.990], [-6.210, -0.345, 1.577], [-6.390, 0.629, 0.106], [-6.339, 1.418, 1.698]], "forces_ev_per_angstrom": [[-0.25, -0.06, -0.06], [0.13, -0.28, 0.89], [0.01, 0.09, 0.83], [-0.16, -0.07, -0.26], [0.08, -0.11, 0.02], [-0.06, 0.12, 0.10], [0.13, -0.07, -0.07], [-0.42, 0.26, -0.01], [0.19, -0.07, -0.07], [-0.18, 0.51, 0.13], [0.21, -0.20, -0.17], [0.20, -0.04, 0.13], [0.07, 0.12, -0.16], [0.11, 0.07, -0.04], [-0.29, 0.19, 0.23], [0.10, 0.06, -0.03], [-0.11, -0.08, 0.01], [0.06, -0.08, 0.01], [0.04, 0.22, -0.01], [0.14, -0.57, -0.06], [-0.59, 0.34, 0.00], [-0.01, -0.01, -0.01], [-0.02, 0.01, -0.02], [0.04, -0.04, 0.00], [0.03, 0.00, -0.02], [0.00, -0.06, -0.10], [-0.07, 0.06, -0.03], [-0.04, -0.01, 0.03], [-0.01, 0.05, -0.02], [0.00, 0.00, 0.02], [0.03, 0.07, 0.02], [0.04, -0.02, 0.03], [0.02, -0.01, -0.01], [-0.01, 0.02, 0.00], [-0.02, 0.00, -0.01], [0.14, 0.19, 0.03], [0.05, 0.17, 0.05], [0.02, -0.02, -0.01], [-0.06, 0.06, 0.00], [0.04, 0.06, 0.02], [-0.03, -0.04, 0.00], [-0.17, 0.02, 0.03], [0.19, -0.32, -0.21], [0.02, -0.01, -0.05], [-0.04, 0.00, 0.05], [0.03, -0.01, -0.02], [0.05, 0.05, -0.05], [0.25, -0.06, 0.13], [-0.48, 0.05, 0.00], [1.00, 0.05, -0.71], [0.10, 0.05, 0.51], [-0.02, -0.14, -0.55], [0.04, 0.00, -0.08], [-0.05, 0.02, -0.08], [-0.12, -0.01, 0.08], [0.06, 0.04, -0.09], [-0.04, -0.03, 0.04], [0.14, 0.03, -0.01], [-0.19, -0.48, -0.49], [0.51, 0.32, -0.17], [-0.36, -0.04, 0.20], [-0.10, -0.11, 0.03], [-0.04, -0.13, -0.07], [0.19, 0.23, -0.04], [-0.38, -0.22, 0.05], [0.01, -0.01, 0.01], [0.04, 0.03, -0.01], [0.05, -0.05, -0.01], [-0.01, 0.04, 0.03], [0.03, 0.01, 0.03], [-0.10, -0.11, 0.04], [0.28, 0.14, 0.05], [-0.06, -0.03, -0.05], [-0.15, -0.26, 0.03], [-0.06, -0.10, -0.09], [0.01, 0.11, 0.02], [0.08, 0.06, -0.06], [-0.02, 0.01, -0.03], [0.02, 0.03, 0.00], [0.00, -0.02, -0.04], [0.03, 0.00, -0.01], [-0.01, 0.02, -0.01], [-0.03, -0.01, 0.00], [-0.01, 0.03, 0.02], [-0.28, 0.00, 0.15], [0.00, -0.01, 0.04], [0.01, 0.01, -0.01], [0.01, -0.02, 0.01], [0.01, 0.00, -0.01], [-0.01, 0.01, 0.01], [-0.02, -0.02, 0.00]], "charge": -1, "spin_multiplicity": 1, "gap_ha": 0.204, "e_above_lowest_kj_mol": 219.3, "homo_energy_ev": -3.5, "energy_ha": -5491.408866}


{"formula": "C3H7BrO", "method": "wB97M-V/def2-TZVPD", "elements": ["C", "C", "C", "O", "Br", "H", "H", "H", "H", "H", "H", "H"], "positions_angstrom": [[0.298, 0.914, -0.622], [-0.180, 0.062, 0.569], [-0.666, -1.269, 0.101], [-2.240, -0.895, -0.674], [-3.326, 0.203, 0.112], [0.632, 0.305, -1.408], [-0.451, 1.510, -0.887], [1.099, 1.449, -0.408], [-0.941, 0.421, 1.210], [0.448, -0.215, 1.406], [-0.092, -1.531, -0.724], [-0.963, -1.969, 0.902]], "forces_ev_per_angstrom": [[-0.60, -3.83, 2.31], [0.33, -1.65, -0.14], [-4.07, 2.39, 0.94], [3.70, -2.32, -0.29], [-0.77, 0.99, 1.01], [-0.02, -1.05, -1.27], [-3.08, 2.44, -1.51], [3.57, 2.80, 1.36], [-1.33, 1.34, 0.09], [1.58, 0.21, -0.22], [0.38, -1.44, -1.45], [0.30, 0.12, -0.83]], "spin_multiplicity": 1, "gap_ha": 0.350, "e_above_lowest_kj_mol": 337.9, "homo_energy_ev": -9.0, "energy_ha": -2767.623969}


{"formula": "C8H18Cl2O4P", "method": "wB97M-V/def2-TZVPD", "elements": ["Cl", "P", "Cl", "H", "H", "O", "C", "O", "C", "C", "C", "H", "H", "H", "H", "H", "H", "H", "H", "O", "C", "O", "C", "C", "C", "H", "H", "H", "H", "H", "H", "H", "H"], "positions_angstrom": [[0.772, -0.430, 0.364], [-0.714, 0.841, 0.262], [-2.427, -0.091, 0.390], [-0.598, 1.687, 1.364], [-0.632, 1.580, -0.943], [-0.563, 3.022, -1.904], [-1.411, 3.385, -2.706], [-2.523, 3.912, -2.220], [-3.560, 4.486, -3.055], [-4.492, 3.431, -3.603], [-1.209, 3.207, -4.183], [-3.106, 5.096, -3.835], [-4.087, 5.158, -2.382], [-3.976, 2.732, -4.261], [-5.287, 3.908, -4.175], [-4.948, 2.866, -2.790], [-1.446, 2.172, -4.433], [-0.159, 3.377, -4.404], [-1.817, 3.860, -4.800], [4.282, -3.370, 5.757], [3.773, -3.793, 4.762], [4.162, -3.266, 3.571], [3.657, -3.718, 2.318], [2.338, -3.048, 1.983], [2.689, -4.846, 4.800], [3.585, -4.806, 2.286], [4.419, -3.427, 1.596], [1.562, -3.305, 2.705], [1.999, -3.353, 0.990], [2.479, -1.967, 2.009], [1.750, -4.353, 5.054], [2.931, -5.538, 5.602], [2.555, -5.405, 3.879]], "forces_ev_per_angstrom": [[-0.03, 0.01, 0.04], [0.28, -0.02, -0.06], [-0.12, 0.00, 0.04], [-0.07, -0.01, 0.03], [-0.06, 0.19, -0.01], [-0.06, -0.29, -0.01], [-0.08, 0.16, -0.05], [0.08, -0.04, 0.02], [-0.11, 0.04, -0.07], [0.06, -0.07, 0.04], [0.07, 0.17, -0.01], [0.03, -0.03, 0.00], [0.02, -0.01, 0.02], [0.00, 0.03, -0.03], [-0.01, 0.01, 0.01], [-0.02, 0.02, 0.00], [-0.01, -0.01, 0.00], [0.01, -0.05, 0.02], [-0.03, -0.03, 0.00], [0.01, 0.02, 0.03], [-0.05, 0.03, -0.02], [0.05, -0.04, 0.00], [-0.02, 0.01, -0.02], [0.03, -0.05, 0.05], [0.08, -0.08, -0.06], [-0.02, 0.01, 0.02], [0.01, -0.01, 0.01], [0.00, -0.03, -0.01], [0.01, 0.01, -0.01], [0.00, 0.02, 0.00], [-0.01, 0.00, 0.00], [-0.02, 0.04, 0.04], [-0.02, 0.02, 0.00]], "charge": 1, "spin_multiplicity": 1, "gap_ha": 0.294, "homo_energy_ev": -12.0, "energy_ha": -1878.075758}


Number 1: lowest unoccupied orbital energy 0.93 eV. Number 2: lowest unoccupied orbital energy 2.07 eV. Number 3: lowest unoccupied orbital energy 0.48 eV. Number 4: lowest unoccupied orbital energy -3.99 eV.